Entry from the OMol25 dataset: a 6-piece molecular cluster, C27H67BrN3O25P6S3 overall (wB97M-V/def2-TZVPD).

Element x y z (Å)
C  5.34  -1.54  0.09
C  4.30  -0.97  -0.93
C  3.93  0.49  -0.47
C  2.79  1.11  -1.36
N  1.68  0.18  -1.64
C  0.44  0.51  -0.89
N  -0.05  1.71  -1.60
C  -0.22  2.66  -0.88
S  0.02  4.03  -0.15
C  0.75  0.57  0.60
C  1.10  -0.94  0.85
P  0.34  -1.26  2.55
O  0.74  -2.72  3.10
O  -1.28  -1.10  2.34
S  0.96  0.16  3.71
C  0.05  -1.54  -0.15
Br  -0.51  -3.34  0.11
N  -0.33  -0.76  -1.08
C  -1.27  -0.96  -2.20
C  -2.63  -1.62  -1.83
C  -3.24  -1.15  -0.50
S  -5.05  -1.38  -0.50
O  -5.43  -2.43  0.40
O  -5.54  -1.74  -1.80
O  -5.71  -0.01  0.04
H  5.62  -2.58  -0.15
H  4.89  -1.55  1.10
H  6.22  -0.89  0.14
H  3.40  -1.62  -0.89
H  4.74  -1.00  -1.93
H  4.84  1.09  -0.63
H  3.64  0.44  0.59
H  2.49  2.06  -0.89
H  3.24  1.37  -2.34
H  1.48  0.11  -2.64
H  -0.15  0.87  1.17
H  1.47  1.33  0.94
H  2.15  -1.24  0.71
H  1.25  -2.65  3.93
H  -1.74  -1.93  2.56
H  -0.75  -1.61  -2.93
H  -1.49  -0.03  -2.74
H  -3.29  -1.46  -2.70
H  -2.49  -2.71  -1.75
H  -2.88  -1.82  0.29
H  -2.99  -0.12  -0.20
H  -6.64  -0.23  0.24
C  -13.48  1.32  1.45
O  -12.14  1.14  1.95
P  -11.05  0.36  0.91
O  -10.19  -0.14  2.03
O  -10.48  1.78  0.33
C  -10.28  2.87  1.22
O  -10.15  -0.47  -0.28
C  -10.91  -1.30  -1.17
H  -14.06  1.84  2.21
H  -13.46  1.93  0.54
H  -13.94  0.36  1.25
H  -10.03  2.54  2.23
H  -11.17  3.49  1.25
H  -9.46  3.47  0.83
H  -11.63  -0.71  -1.74
H  -11.44  -2.08  -0.61
H  -10.22  -1.77  -1.87
C  8.19  3.11  -5.59
O  7.46  2.50  -4.51
P  6.64  1.07  -4.89
O  5.59  1.18  -3.84
O  7.91  0.17  -4.40
C  8.59  0.50  -3.20
O  6.04  -0.29  -5.68
C  5.85  -0.17  -7.10
H  8.68  4.00  -5.22
H  8.96  2.42  -5.97
H  7.52  3.39  -6.40
H  7.94  0.97  -2.47
H  9.43  1.15  -3.42
H  8.98  -0.43  -2.77
H  6.80  0.04  -7.60
H  5.13  0.62  -7.32
H  5.46  -1.11  -7.48
C  -0.71  8.47  3.41
O  0.53  8.58  2.68
P  1.94  8.23  3.55
O  2.87  9.07  2.74
O  1.94  6.67  3.07
C  1.68  6.36  1.71
O  3.00  7.84  4.80
C  2.53  8.12  6.13
H  -1.53  8.70  2.74
H  -0.83  7.45  3.79
H  -0.72  9.17  4.25
H  2.00  7.15  1.03
H  0.61  6.17  1.59
H  2.23  5.45  1.47
H  1.62  7.55  6.35
H  2.34  9.19  6.25
H  3.30  7.82  6.84
C  -2.35  -7.78  -5.52
O  -1.90  -6.62  -4.79
P  -1.93  -5.16  -5.65
O  -0.85  -4.47  -4.86
O  -3.41  -4.76  -5.11
C  -3.72  -4.95  -3.74
O  -2.08  -4.03  -6.88
C  -1.97  -4.54  -8.23
H  -2.30  -8.64  -4.86
H  -3.38  -7.65  -5.85
H  -1.71  -7.96  -6.38
H  -2.84  -4.85  -3.10
H  -4.18  -5.93  -3.59
H  -4.45  -4.19  -3.45
H  -2.76  -5.28  -8.42
H  -0.99  -5.00  -8.38
H  -2.09  -3.72  -8.92
C  2.56  -1.41  7.15
O  3.13  -2.50  6.40
P  4.80  -2.75  6.60
O  5.03  -3.40  5.27
O  4.58  -3.84  7.79
C  3.57  -4.84  7.66
O  6.40  -2.57  7.06
C  6.81  -1.25  7.45
H  1.49  -1.37  6.94
H  2.70  -1.56  8.22
H  3.01  -0.46  6.84
H  3.40  -5.11  6.62
H  2.65  -4.48  8.11
H  3.91  -5.72  8.21
H  6.23  -0.91  8.31
H  6.68  -0.55  6.62
H  7.86  -1.28  7.73

Computed properties:
Multiplicity: 1
LUMO (hartree): -0.1343
Largest force on an atom (eV/Å): 9.1
Charge: +1

Mulliken atomic charge list, values in e, 99 entries: number 1, C, carries -1.2804; number 2, C, carries -0.1339; number 3, C, carries -0.7644; number 4, C, carries -0.7282; number 5, N, carries -0.2516; number 6, C, carries 0.4167; number 7, N, carries -0.6462; number 8, C, carries 0.3279; number 9, S, carries -0.2161; number 10, C, carries -1.9625; number 11, C, carries 1.0208; number 12, P, carries 0.6007; number 13, O, carries -0.3994; number 14, O, carries -0.4695; number 15, S, carries -0.3608; number 16, C, carries -0.4863; number 17, Br, carries 0.1362; number 18, N, carries 0.7020; number 19, C, carries -1.0207; number 20, C, carries -0.4372; number 21, C, carries -0.4706; number 22, S, carries 1.2847; number 23, O, carries -0.6805; number 24, O, carries -0.6424; number 25, O, carries -0.4424; number 26, H, carries 0.3735; number 27, H, carries 0.2795; number 28, H, carries 0.3409; number 29, H, carries 0.1771; number 30, H, carries 0.3213; number 31, H, carries 0.6337; number 32, H, carries 0.1300; number 33, H, carries 0.1288; number 34, H, carries 0.6897; number 35, H, carries 0.3476; number 36, H, carries 0.8318; number 37, H, carries 0.4868; number 38, H, carries 0.0002; number 39, H, carries 0.3046; number 40, H, carries 0.3529; number 41, H, carries 0.2501; number 42, H, carries 0.4187; number 43, H, carries 0.6874; number 44, H, carries 0.1713; number 45, H, carries 0.0910; number 46, H, carries 0.5220; number 47, H, carries 0.3752; number 48, C, carries -0.7419; number 49, O, carries -0.3106; number 50, P, carries 0.8953; number 51, O, carries -0.6390; number 52, O, carries -0.2924; number 53, C, carries -0.6502; number 54, O, carries -0.1310; number 55, C, carries -0.7821; number 56, H, carries 0.2478; number 57, H, carries 0.3316; number 58, H, carries 0.3222; number 59, H, carries 0.3356; number 60, H, carries 0.2411; number 61, H, carries 0.2630; number 62, H, carries 0.3317; number 63, H, carries 0.3680; number 64, H, carries 0.2137; number 65, C, carries -0.7357; number 66, O, carries -0.3454; number 67, P, carries 0.7473; number 68, O, carries -0.3618; number 69, O, carries -0.2860; number 70, C, carries -0.5907; number 71, O, carries -0.2537; number 72, C, carries -0.7672; number 73, H, carries 0.2475; number 74, H, carries 0.3394; number 75, H, carries 0.3195; number 76, H, carries 0.2604; number 77, H, carries 0.2466; number 78, H, carries 0.2690; number 79, H, carries 0.3312; number 80, H, carries 0.3588; number 81, H, carries 0.2329; number 82, C, carries -0.7294; number 83, O, carries -0.3359; number 84, P, carries 1.0007; number 85, O, carries -0.6611; number 86, O, carries -0.3257; number 87, C, carries -0.5305; number 88, O, carries -0.2727; number 89, C, carries -0.7266; number 90, H, carries 0.2465; number 91, H, carries 0.3278; number 92, H, carries 0.3171; number 93, H, carries 0.3705; number 94, H, carries 0.1081; number 95, H, carries 0.2603; number 96, H, carries 0.3210; number 97, H, carries 0.3452; number 98, H, carries 0.2391; number 99, C, carries -0.7373